Density functional theory data (wB97M-V/def2-TZVPD) for a 10-piece molecular cluster, C39H64N10O13 overall at a distorted geometry.

The calculation puts the energy above the lowest of the compared OMol25 structures with the same formula, charge and spin at 573.9 kcal per mole. The value obtained for the LUMO energy is -1.127 eV. The value obtained for the total energy is -82968.1789 eV. The total charge is 0. Its spin multiplicity is 1. The calculation puts the orbital gap at 7.91 eV.

Each line ends with the Mulliken charge.
Cartesian coordinates (Å):
1 O 0.01213 -5.66425 -3.73462  -0.61
2 N 0.42271 -6.05037 -2.58104  0.92
3 O 1.05028 -7.00212 -2.48062  -0.55
4 C 0.39806 -5.04730 -1.50174  -0.38
5 C -0.04806 -3.60642 -1.87614  -0.33
6 C -0.35849 -2.64708 -0.72843  0.58
7 C -0.19962 -3.19567 0.71533  0.07
8 C 0.28721 -4.39875 1.12370  0.06
9 C 0.71645 -5.43135 0.01001  -0.76
10 H -0.40456 -3.25463 -2.94708  0.37
11 H -0.57954 -1.62826 -0.93879  0.08
12 H -0.66429 -2.53324 1.43166  -0.20
13 H 0.45252 -4.64510 2.31354  0.37
14 H 0.97755 -6.57786 0.24847  0.30
15 O -4.68056 -1.28670 -0.44689  -0.57
16 N -5.23194 -2.40985 -0.59757  1.04
17 O -6.06093 -2.54933 -1.46711  -0.59
18 C -4.93901 -3.51864 0.23903  -0.25
19 C -3.55977 -3.42741 1.07737  0.56
20 C -3.17658 -4.75242 1.97124  -0.45
21 C -4.13918 -5.93750 1.89597  -0.52
22 C -5.27370 -6.03182 1.12353  -0.54
23 C -5.70073 -4.80347 0.14737  -0.56
24 H -3.06754 -2.67385 0.96466  0.29
25 H -2.39073 -4.88905 2.71155  0.41
26 H -4.04804 -6.84721 2.47375  0.34
27 H -5.76192 -6.88096 1.30757  0.48
28 H -6.46587 -4.98131 -0.64456  0.39
29 O 3.78720 0.02163 5.41074  -0.57
30 N 3.18754 -1.07719 5.14047  0.97
31 O 2.51559 -1.75393 5.95250  -0.55
32 C 3.26417 -1.69827 3.85652  0.10
33 C 3.35560 -0.78841 2.60573  -0.52
34 C 3.55056 -1.38322 1.26051  -0.54
35 C 3.46288 -2.93305 1.09470  -0.24
36 C 3.38513 -3.78930 2.22910  -0.87
37 C 3.24842 -3.25290 3.65054  -0.56
38 H 3.34527 0.20960 2.84954  0.63
39 H 3.85091 -0.75512 0.45123  0.64
40 H 3.71463 -3.47631 0.16699  0.39
41 H 3.58228 -4.80156 2.35478  0.50
42 H 3.37104 -3.82368 4.50156  0.61
43 C 1.12507 3.81709 7.18801  -1.25
44 N 1.00574 3.53310 5.80224  0.21
45 C -0.23156 3.86901 5.14927  -1.07
46 C 2.03499 2.96711 5.14279  0.13
47 O 1.91791 2.59572 3.99149  -0.48
48 H 0.27451 3.95412 7.59889  0.55
49 H 2.00979 4.54005 7.48531  0.27
50 H 1.47602 2.81847 7.77302  0.32
51 H -1.02084 3.32756 5.42726  0.39
52 H -0.02209 3.88339 4.04801  0.31
53 H -0.73416 4.79139 5.48493  0.45
54 H 2.94540 2.95018 5.88462  0.22
55 C -1.40185 3.27166 -2.46364  -0.85
56 N -2.73703 3.89609 -2.43003  0.25
57 C -3.24057 4.08795 -1.07606  -0.66
58 C -3.41249 4.23701 -3.47763  -0.03
59 O -4.63727 4.77699 -3.45371  -0.72
60 H -1.46070 2.34297 -2.42791  0.00
61 H -0.66358 3.39673 -1.60424  0.21
62 H -0.92217 3.54543 -3.33883  0.66
63 H -2.67126 3.78671 -0.07773  0.03
64 H -4.18695 3.63615 -0.78020  0.29
65 H -3.32301 5.15350 -1.07586  0.41
66 H -2.83810 4.10381 -4.37979  0.39
67 C -3.94134 1.18906 -5.74926  -1.28
68 N -2.63744 0.79257 -5.24715  0.24
69 C -1.44586 1.25334 -5.83699  -0.77
70 C -2.61142 -0.06269 -4.16648  -0.25
71 O -1.59519 -0.46790 -3.63206  -0.47
72 H -4.16903 0.65099 -6.60577  0.58
73 H -4.06879 2.14240 -6.06444  0.48
74 H -4.97935 0.86069 -5.25487  0.27
75 H -0.79591 1.50002 -4.92637  -0.19
76 H -1.77011 1.83435 -6.59771  0.52
77 H -0.95063 0.42595 -6.17627  0.50
78 H -3.50282 -0.59232 -3.86345  0.50
79 C 6.04853 3.18550 -1.62963  -1.14
80 N 4.80600 3.69194 -2.28761  0.22
81 C 4.95996 4.51163 -3.49518  -1.02
82 C 3.59527 3.28831 -1.72929  -0.36
83 O 2.53884 3.64577 -2.37736  -0.66
84 H 6.83224 3.71102 -1.99331  0.47
85 H 6.33035 2.06933 -1.88606  0.24
86 H 6.09929 3.28033 -0.61322  0.46
87 H 5.71646 4.41531 -4.11593  0.49
88 H 5.02673 5.61797 -2.96935  0.33
89 H 4.11207 4.48585 -4.33021  0.22
90 H 3.74369 2.87735 -0.87071  0.75
91 C -2.91609 0.24994 4.22980  -0.82
92 N -1.73260 -0.70328 4.27215  0.34
93 C -0.46554 -0.10075 4.02137  -0.72
94 C -1.75792 -2.04569 4.56742  -0.09
95 O -0.72738 -2.73008 4.42377  -0.54
96 H -3.86812 -0.24318 4.62932  0.29
97 H -3.10558 0.22519 3.18760  0.39
98 H -2.72057 1.18317 4.82202  0.19
99 H 0.18937 -0.64527 3.17155  -0.05
100 H -0.00378 0.16751 4.86398  0.93
101 H -0.64370 1.13881 3.83254  -0.27
102 H -2.78803 -2.43477 4.76293  0.31
103 C 1.80358 0.59743 -4.49686  -1.29
104 N 2.74164 -0.11410 -3.69086  0.38
105 C 4.15068 0.27614 -3.69827  -1.04
106 C 2.27141 -1.30494 -3.14917  -0.17
107 O 3.16984 -1.99794 -2.59214  -0.70
108 H 2.37703 0.80544 -5.34795  0.60
109 H 1.35122 1.49197 -3.87680  0.10
110 H 0.93315 0.13157 -4.71724  0.44
111 H 4.81722 -0.23236 -4.48386  0.31
112 H 4.54405 0.02221 -2.66621  0.14
113 H 4.31459 1.27295 -3.93607  0.48
114 H 1.33076 -1.59625 -3.21456  0.66
115 C 0.70805 0.92913 -0.48398  -0.64
116 N -0.45971 1.40214 0.30811  1.04
117 C -1.63495 0.53014 0.17214  -1.22
118 C -0.32648 2.57027 1.02209  -0.80
119 O -1.28274 2.98166 1.69678  -0.74
120 H 1.59624 1.55217 -0.62013  -0.24
121 H 0.46516 0.66555 -1.42458  0.53
122 H 1.01191 -0.04258 -0.09523  0.25
123 H -2.43098 1.32753 0.27892  0.46
124 H -1.52556 -0.15472 0.90354  0.40
125 H -1.72282 0.21143 -0.91104  -0.07
126 H 0.52222 2.99822 0.93236  1.09

---

Density functional theory data (wB97M-V/def2-TZVPD) for C39H65AsCl2GeN6O3SSi3V as an isolated structure at a distorted geometry.

The value obtained for the LUMO energy (spin up / spin down) is 3.656 / 3.656 eV. The value obtained for the total energy is -259140.6783 eV. The total charge is -2. Its spin multiplicity is 4. The calculation puts the orbital gap (spin up / spin down) at 4.62 / 5.76 eV.

Each line ends with the Mulliken charge.
Cartesian coordinates (Å):
1 V -1.12562 -0.20094 -0.54523  0.22
2 Cl -0.34357 -1.95224 -7.15599  -0.30
3 C -0.17628 -2.23842 -5.44161  -0.01
4 C -0.94326 -1.49507 -4.55504  -0.03
5 C -0.82463 -1.68203 -3.18830  -1.08
6 N -1.67695 -1.12004 -2.22429  1.63
7 C -2.95494 -1.55881 -2.24990  -0.52
8 O -3.58932 -2.04923 -3.19482  -0.87
9 C -3.51332 -1.56548 -0.86736  -0.02
10 C -4.71500 -2.16297 -0.53544  -0.27
11 C -5.04855 -2.32987 0.79792  -1.05
12 C -4.11352 -1.95967 1.76816  -0.56
13 C -2.92186 -1.39981 1.37042  -0.29
14 N -2.62867 -1.15854 0.07825  0.81
15 C 0.10475 -2.62622 -2.66910  -0.73
16 C 0.80360 -3.41809 -3.58876  -0.59
17 C 0.67528 -3.21444 -4.95154  -0.03
18 Cl 1.59537 -4.22795 -6.04018  -0.29
19 N 0.29603 -2.71303 -1.29099  0.38
20 C 0.44400 -3.94610 -0.79316  -0.11
21 O 0.13867 -5.01654 -1.35153  -0.80
22 C 1.06579 -4.09513 0.58916  0.39
23 C 1.07549 -5.37344 1.14944  -0.60
24 C 1.77379 -5.60458 2.31856  -0.47
25 C 2.43011 -4.53957 2.91728  -0.75
26 C 2.33601 -3.30057 2.30848  -0.32
27 N 1.69364 -3.07612 1.16498  0.31
28 H -1.65465 -0.77976 -4.94118  0.47
29 H -5.35619 -2.49818 -1.33878  0.57
30 H -5.99182 -2.77953 1.08307  0.41
31 H -4.31607 -2.11069 2.82032  0.48
32 H -2.15206 -1.10992 2.07269  0.15
33 H 1.43404 -4.21573 -3.22450  0.52
34 H 0.55537 -6.16329 0.62548  0.51
35 H 1.82095 -6.59473 2.75707  0.38
36 H 3.00594 -4.67224 3.82567  0.42
37 H 2.81356 -2.43095 2.74850  0.36
38 C -2.34561 3.26927 1.51310  -1.88
39 C -1.63840 2.12488 2.28772  1.52
40 C -0.68167 2.84627 3.27507  -1.47
41 C -2.74062 1.45165 3.14848  -1.38
42 O -0.94636 1.23135 1.47682  0.68
43 H -2.55901 4.10705 2.19044  0.53
44 H -3.29050 2.94040 1.07771  0.36
45 H -1.69963 3.62329 0.70691  0.06
46 H -1.24078 3.39768 4.04158  0.44
47 H -0.04900 3.54486 2.72111  0.16
48 H -0.04563 2.11408 3.77161  0.08
49 H -3.33527 2.20752 3.67666  0.45
50 H -2.28522 0.79289 3.89153  0.05
51 H -3.39837 0.85829 2.51046  0.10
52 C 2.63866 2.72114 2.15590  -0.62
53 Si 3.22405 1.84311 0.59183  0.98
54 C 4.16643 3.26138 -0.25999  -1.33
55 C 4.63436 0.72416 1.24794  -1.20
56 As 1.57985 0.63685 -0.63405  0.09
57 Si 3.23398 -0.36015 -2.06686  0.53
58 C 3.84299 -2.10226 -1.68514  -0.97
59 C 4.94307 0.49837 -2.20981  -1.32
60 C 2.61939 -0.29533 -3.85446  -0.31
61 Si 1.20268 2.47184 -2.13099  -0.02
62 C 2.60527 3.23007 -3.19364  -1.28
63 C -0.08443 1.97732 -3.42709  -0.17
64 C 0.56121 3.96453 -1.13842  -0.90
65 H 3.49497 2.99982 2.77881  0.46
66 H 1.97268 2.07675 2.73648  -0.25
67 H 2.08440 3.63227 1.91457  0.33
68 H 4.94509 3.61549 0.42262  0.42
69 H 3.49701 4.09987 -0.47714  0.25
70 H 4.64063 2.96032 -1.19562  0.35
71 H 5.60955 1.17913 1.05243  0.38
72 H 4.62571 -0.26643 0.78318  0.19
73 H 4.54511 0.58563 2.32952  0.40
74 H 4.34416 -2.14331 -0.71349  0.33
75 H 4.55504 -2.41446 -2.45559  0.39
76 H 3.02725 -2.81908 -1.66230  0.01
77 H 5.44775 0.60296 -1.24481  0.26
78 H 4.88780 1.48950 -2.66296  0.50
79 H 5.57083 -0.12301 -2.85584  0.38
80 H 1.53549 -0.42978 -3.90184  -0.45
81 H 3.07323 -1.08585 -4.45868  0.44
82 H 2.85479 0.66779 -4.31716  0.40
83 H 3.43635 2.53808 -3.33380  0.27
84 H 3.00873 4.14313 -2.74937  0.44
85 H 2.21568 3.47696 -4.18537  0.41
86 H 0.36793 1.83266 -4.41209  0.56
87 H -0.88129 2.72145 -3.51800  0.38
88 H -0.56348 1.03783 -3.14209  -0.63
89 H 0.80229 3.84482 -0.07708  -0.11
90 H -0.52564 4.04245 -1.21296  0.41
91 H 0.99771 4.90375 -1.48751  0.47
92 C -1.47331 -1.93978 5.51639  -0.63
93 N -0.07583 -1.62906 5.62241  0.24
94 C 0.57715 -1.58580 6.91160  -0.72
95 C 2.00891 -1.21328 6.53215  -0.57
96 N 1.79540 -0.50456 5.28048  -0.06
97 C 0.62486 -0.93034 4.66445  -0.65
98 S 0.14380 -0.50845 3.15289  -0.13
99 H -1.66006 -2.97438 5.81942  0.30
100 H -1.77229 -1.81200 4.47755  -0.04
101 H -2.08443 -1.28220 6.14685  0.31
102 H 0.50960 -2.55275 7.41520  0.37
103 H 0.12983 -0.82642 7.56981  0.30
104 H 2.62212 -2.11348 6.40594  0.28
105 H 2.48314 -0.56915 7.27241  0.34
106 H 2.57478 -0.34651 4.66436  0.22
107 C -5.54360 1.18391 -1.66505  -1.38
108 Ge -3.76907 1.72176 -2.37652  0.56
109 C -3.73010 1.18448 -4.27828  -1.35
110 C -3.98534 3.71474 -2.51278  -1.51
111 C -2.35105 1.43050 -1.07223  1.73
112 H -6.33946 1.79956 -2.09632  0.47
113 H -5.56350 1.30285 -0.57746  0.30
114 H -5.75899 0.13687 -1.88762  0.38
115 H -4.56515 1.66176 -4.80001  0.53
116 H -3.83776 0.10145 -4.36371  0.39
117 H -2.79864 1.48986 -4.76296  0.26
118 H -4.86981 3.98140 -3.10356  0.47
119 H -3.11177 4.18035 -2.98229  0.36
120 H -4.09532 4.14732 -1.51307  0.35
121 H -1.68509 2.29343 -1.20410  -0.91
122 H -2.89631 1.58857 -0.14204  -0.70

---

- The lowest spin multiplicity belongs to which entry?
  C39H64N10O13

---

- total charge of number 2 (C39H65AsCl2GeN6O3SSi3V)?
  -2